Entry 1
Formula: C4H7ClP
Source: OMol25
Level of theory: ωB97M-V with the def2-TZVPD basis set

```
13
Properties=species:S:1:pos:R:3
Cl 1.991 0.936 0.451
P -0.829 0.283 -0.103
C 0.844 -0.215 -0.124
C -1.149 2.065 -0.366
C -1.213 -0.399 1.365
C 1.451 -1.497 -0.313
H -1.414 2.244 -1.415
H 2.543 -1.332 -0.691
H -0.151 2.562 0.063
H -1.284 -1.385 1.690
H 1.047 -1.973 -1.252
H 1.458 -2.185 0.535
H -2.118 2.174 0.162
```

## Properties
Lowest unoccupied orbital energy (spin up / spin down) = -6.3943 / -6.3499 eV
M = 121.53 g/mol
Total charge = +1

What are the natural (NBO) partial charges on each atom? They are as follows, in elementary charge units: number 1, Cl, carries 0.145; number 2, P, carries 1.166; number 3, C, carries -0.221; number 4, C, carries -0.941; number 5, C, carries -0.346; number 6, C, carries -0.744; number 7, H, carries 0.288; number 8, H, carries 0.286; number 9, H, carries 0.304; number 10, H, carries 0.215; number 11, H, carries 0.272; number 12, H, carries 0.286; number 13, H, carries 0.292

***

Entry 2
Formula: C4H7ClP
Source: OMol25
Level of theory: ωB97M-V with the def2-TZVPD basis set

```
13
Properties=species:S:1:pos:R:3
Cl 3.218 0.942 -0.169
P 1.768 -0.190 0.543
C -2.259 1.369 -0.180
C -0.961 0.937 0.563
C 1.781 -1.896 -0.281
C 0.242 0.465 0.281
H 2.461 -2.590 0.272
H -3.174 1.192 0.479
H 0.801 -2.491 -0.250
H -2.252 0.685 -1.063
H -2.312 2.402 -0.633
H -1.178 0.841 1.725
H 1.865 -1.665 -1.285
```

## Properties
Lowest unoccupied orbital energy = -6.2938 eV
M = 121.53 g/mol
Total charge = +1

What are the natural (NBO) partial charges on each atom? They are as follows, in elementary charge units: number 1, Cl, carries -0.101; number 2, P, carries 1.054; number 3, C, carries -0.658; number 4, C, carries -0.138; number 5, C, carries -0.888; number 6, C, carries -0.216; number 7, H, carries 0.286; number 8, H, carries 0.266; number 9, H, carries 0.290; number 10, H, carries 0.251; number 11, H, carries 0.285; number 12, H, carries 0.313; number 13, H, carries 0.256

***

Which is most stable, and by how much? entry 2, by 0.1063 hartree.

***

Entry 1
Formula: C2HO2S2
Source: OMol25
Level of theory: ωB97M-V with the def2-TZVPD basis set

```
7
Properties=species:S:1:pos:R:3
S -0.277 -0.934 0.368
S -1.494 -1.274 -1.210
O 2.576 0.340 0.847
O 1.320 1.261 -0.825
C 1.929 0.756 -0.002
C -2.021 -0.619 0.508
H -2.032 0.471 0.314
```

## Properties
Lowest unoccupied orbital energy = 3.4158 eV
M = 121.16 g/mol
Total charge = -1

What are the natural (NBO) partial charges on each atom? They are as follows, in elementary charge units: number 1, S, carries -0.105; number 2, S, carries -0.183; number 3, O, carries -0.552; number 4, O, carries -0.518; number 5, C, carries 1.029; number 6, C, carries -0.793; number 7, H, carries 0.121

***

Entry 2
Formula: C2HO2S2
Source: OMol25
Level of theory: ωB97M-V with the def2-TZVPD basis set

```
7
Properties=species:S:1:pos:R:3
S -0.808 1.600 1.101
S -0.931 1.382 -0.885
O 1.152 -1.690 0.128
O -1.096 -1.667 -0.238
C 0.010 -1.232 0.001
C -0.028 0.364 0.179
H 1.701 1.244 -0.286
```

## Properties
Lowest unoccupied orbital energy (spin up / spin down) = 3.1569 / 3.1546 eV
M = 121.16 g/mol
Total charge = -1

What are the natural (NBO) partial charges on each atom? They are as follows, in elementary charge units: number 1, S, carries 0.098; number 2, S, carries 0.079; number 3, O, carries -0.709; number 4, O, carries -0.697; number 5, C, carries 0.744; number 6, C, carries -0.436; number 7, H, carries -0.079

***

Which is most stable, and by how much? entry 1, by 0.0745 hartree.

***

Entry 1
Formula: C2H8N3S2
Source: OMol25
Level of theory: ωB97M-V with the def2-TZVPD basis set

```
15
Properties=species:S:1:pos:R:3
S -1.382 1.727 -0.493
S 1.742 1.593 -0.227
N 2.061 -0.906 0.262
N -2.340 -0.412 0.682
N -0.083 -0.258 0.633
C -1.227 0.305 0.343
C 1.184 0.066 0.212
H 0.135 0.765 -2.175
H -2.364 -1.145 1.452
H 0.441 2.044 -0.554
H -0.110 -1.175 0.971
H -3.348 0.056 0.619
H 1.905 -1.894 0.595
H 3.075 -0.825 0.060
H 0.311 0.060 -2.381
```

## Properties
Lowest unoccupied orbital energy = -4.4920 eV
M = 138.24 g/mol
Total charge = +1

What are the natural (NBO) partial charges on each atom? They are as follows, in elementary charge units: number 1, S, carries -0.019; number 2, S, carries 0.149; number 3, N, carries -0.728; number 4, N, carries -0.781; number 5, N, carries -0.587; number 6, C, carries 0.291; number 7, C, carries 0.358; number 8, H, carries -0.015; number 9, H, carries 0.414; number 10, H, carries 0.171; number 11, H, carries 0.407; number 12, H, carries 0.458; number 13, H, carries 0.428; number 14, H, carries 0.455; number 15, H, carries -0.002

***

Entry 2
Formula: C2H8N3S2
Source: OMol25
Level of theory: ωB97M-V with the def2-TZVPD basis set

```
15
Properties=species:S:1:pos:R:3
S 1.871 0.881 0.923
S -1.519 -0.224 -2.380
N 0.693 -1.366 -0.896
N -0.327 1.283 2.178
N -0.627 0.205 0.091
C 0.146 0.847 1.008
C -0.018 -0.195 -1.167
H 0.194 -2.057 -0.430
H -1.616 -1.530 -2.175
H 1.857 -0.370 0.297
H -1.600 0.282 0.106
H 0.252 1.627 3.016
H 0.613 0.713 -1.332
H -1.304 1.597 2.330
H 1.383 -1.694 -1.570
```

## Properties
Lowest unoccupied orbital energy = -3.8858 eV
M = 138.24 g/mol
Total charge = +1

What are the natural (NBO) partial charges on each atom? They are as follows, in elementary charge units: number 1, S, carries 0.104; number 2, S, carries -0.026; number 3, N, carries -0.846; number 4, N, carries -0.749; number 5, N, carries -0.581; number 6, C, carries 0.362; number 7, C, carries 0.027; number 8, H, carries 0.398; number 9, H, carries 0.133; number 10, H, carries 0.213; number 11, H, carries 0.436; number 12, H, carries 0.456; number 13, H, carries 0.228; number 14, H, carries 0.426; number 15, H, carries 0.420

***

Which is most stable, and by how much? entry 2, by 0.0369 hartree.

***

Entry 1
Formula: C5H7N2O3
Source: OMol25
Level of theory: ωB97M-V with the def2-TZVPD basis set

```
17
Properties=species:S:1:pos:R:3
O -0.509 -2.218 -0.184
O -3.847 3.265 0.897
O -3.121 1.930 2.578
N -2.525 1.382 0.573
N -2.953 0.325 0.150
C -0.781 -1.307 -0.963
C -0.122 -0.012 -1.085
C 1.204 -0.080 1.048
C -3.310 2.321 1.431
C 0.765 0.527 -0.238
H -2.160 -0.312 -0.185
H 1.175 1.504 -0.465
H 2.293 -0.154 1.086
H -1.486 -1.506 -1.800
H 0.773 -1.067 1.171
H 0.882 0.552 1.877
H -0.422 0.552 -1.959
```

## Properties
Lowest unoccupied orbital energy (spin up / spin down) = 2.9443 / 2.9446 eV
M = 143.12 g/mol
Total charge = -1

What are the natural (NBO) partial charges on each atom? They are as follows, in elementary charge units: number 1, O, carries -0.574; number 2, O, carries -0.729; number 3, O, carries -0.728; number 4, N, carries -0.195; number 5, N, carries -0.339; number 6, C, carries 0.325; number 7, C, carries -0.353; number 8, C, carries -0.682; number 9, C, carries 0.835; number 10, C, carries -0.043; number 11, H, carries 0.263; number 12, H, carries 0.194; number 13, H, carries 0.205; number 14, H, carries 0.116; number 15, H, carries 0.254; number 16, H, carries 0.239; number 17, H, carries 0.211

***

Entry 2
Formula: C5H7N2O3
Source: OMol25
Level of theory: ωB97M-V with the def2-TZVPD basis set

```
17
Properties=species:S:1:pos:R:3
O -0.997 -1.073 1.709
O 0.232 1.462 -2.155
O 0.183 3.899 -2.022
N -1.799 -0.597 0.452
N -1.542 -1.408 -0.469
C 1.298 1.331 0.105
C -0.671 -2.293 -0.172
C -0.365 -2.229 1.359
C 0.225 2.722 -1.714
C 0.105 1.721 -0.733
H 2.366 1.692 -0.229
H 1.106 1.564 1.107
H 0.652 -2.253 1.786
H 1.358 0.205 0.075
H -0.802 1.395 -0.256
H -0.921 -3.086 1.906
H -0.427 -3.053 -0.747
```

## Properties
Lowest unoccupied orbital energy = 3.5430 eV
M = 143.12 g/mol
Total charge = -1

What are the natural (NBO) partial charges on each atom? They are as follows, in elementary charge units: number 1, O, carries -0.531; number 2, O, carries -0.452; number 3, O, carries -0.580; number 4, N, carries -0.190; number 5, N, carries -0.223; number 6, C, carries -0.644; number 7, C, carries -0.286; number 8, C, carries -0.112; number 9, C, carries 0.776; number 10, C, carries -0.057; number 11, H, carries 0.193; number 12, H, carries 0.226; number 13, H, carries 0.137; number 14, H, carries 0.246; number 15, H, carries 0.260; number 16, H, carries 0.082; number 17, H, carries 0.154

***

Which is most stable, and by how much? entry 1, by 0.1142 hartree.